No. 1
The following is a DFT calculation (ωB97M-V/def2-TZVPD) of a molecular structure, C34H37BaClN5O6.

The geometry in XYZ format:
```
84
Properties=species:S:1:pos:R:3:forces:R:3:mulliken_charge:R:1
Ba 0.25099 0.53702 0.85094 0.701 0.402 -0.732 1.8765
C 2.96702 2.87684 1.26377 0.030 -0.008 -0.020 -0.6684
O 3.12219 1.46141 1.17814 -0.137 0.014 0.072 -0.1431
C 3.55596 0.89589 2.39876 0.018 0.019 -0.003 -0.1659
C 3.45171 -0.61170 2.26872 -0.013 -0.069 -0.031 -0.7762
O 2.14066 -1.07206 2.57775 -0.063 0.101 0.013 -0.1018
C 1.95116 -1.28041 3.97404 0.045 0.002 -0.007 -0.7952
C 0.47080 -1.14992 4.33708 -0.008 -0.084 -0.059 0.0591
O 0.26884 -0.30779 5.45067 -0.013 -0.007 0.008 -0.2516
C 0.61169 -0.92556 6.66483 0.013 -0.010 0.014 -0.8138
H 3.91798 3.34387 1.54533 0.002 0.000 -0.004 0.3929
H 2.19175 3.13162 1.99195 0.010 0.008 0.009 0.2788
H 2.66144 3.22002 0.27853 -0.017 -0.006 0.008 0.0672
H 2.91661 1.24542 3.22128 0.023 0.005 0.012 0.0993
H 4.58712 1.20925 2.61310 0.021 -0.034 -0.038 0.4325
H 4.18772 -1.12574 2.89555 -0.009 0.038 0.047 0.3654
H 3.64015 -0.88528 1.22895 0.023 0.000 0.007 0.2970
H 2.49724 -0.52096 4.54471 -0.029 0.029 -0.005 0.5175
H 2.36227 -2.26354 4.23237 0.019 0.011 0.022 0.2203
H 0.01630 -2.12967 4.52893 0.024 -0.018 -0.034 0.3672
H -0.05603 -0.70460 3.49622 -0.106 0.098 0.070 -0.1473
H 0.02738 -1.84105 6.82441 0.001 -0.002 -0.002 0.3031
H 0.39138 -0.21935 7.46303 -0.007 -0.002 -0.001 0.2554
H 1.67792 -1.18439 6.71418 -0.003 0.000 -0.003 0.3069
C -1.21974 -4.27749 0.86710 -0.048 -0.030 -0.027 -0.5973
O -2.10433 -3.80832 -0.13997 0.096 0.031 -0.029 -0.5401
C -3.02032 -2.87304 0.31116 -0.198 0.022 -0.063 0.0892
C -4.35917 -3.18864 0.23550 0.105 -0.090 -0.037 -0.4605
C -5.33124 -2.26368 0.60829 -0.055 0.110 0.036 -0.7198
C -4.92323 -1.02900 1.07355 0.024 -0.078 -0.019 -0.8255
C -3.57190 -0.67343 1.16499 -0.048 -0.001 0.048 0.7484
C -3.30003 0.64735 1.74029 0.014 -0.094 -0.014 -1.3255
N -2.15200 1.17554 1.91848 -0.008 0.006 0.172 0.6007
N -2.16964 2.42344 2.54437 0.005 -0.148 -0.091 -0.8440
C -0.97049 2.79287 2.92508 0.082 0.197 0.154 0.0264
O 0.13570 2.15625 2.83950 -0.132 -0.030 0.086 -0.5497
C -0.90754 4.16182 3.55192 -0.028 -0.031 -0.016 0.2197
C 0.20812 4.51407 4.30520 -0.014 -0.033 -0.040 -0.2073
C 0.30817 5.77511 4.87460 0.005 0.018 0.009 -0.6734
C -0.70411 6.70646 4.68629 0.026 0.003 0.021 -0.3246
C -1.81749 6.36341 3.93073 -0.022 -0.044 -0.028 -0.6339
C -1.92089 5.09822 3.37051 -0.037 0.064 0.030 -0.3292
C -2.56543 -1.59859 0.74888 0.031 0.166 0.115 0.5131
O -1.30231 -1.32760 0.75905 -0.370 -0.413 -0.010 -0.2810
H -0.49456 -4.92139 0.36957 0.010 -0.006 0.017 0.2498
H -1.77021 -4.86495 1.61065 0.012 0.010 0.019 0.3451
H -0.70572 -3.44718 1.35209 0.005 -0.014 0.008 0.0539
H -4.62706 -4.17288 -0.13245 -0.015 0.007 0.002 0.4276
H -6.38328 -2.50798 0.53996 0.007 -0.016 -0.002 0.3699
H -5.66397 -0.29990 1.38455 -0.003 0.000 0.003 0.3355
H -4.17810 1.20728 2.07540 0.001 0.010 0.006 0.1694
H 0.99109 3.77731 4.42965 0.000 0.002 0.006 0.3389
H 1.18105 6.03325 5.46281 -0.005 0.009 0.002 0.3761
H -0.62438 7.69526 5.12211 0.003 -0.002 0.002 0.3622
H -2.60903 7.08590 3.77100 0.006 0.008 0.010 0.3581
H -2.78388 4.81999 2.78164 0.013 -0.028 -0.004 0.4233
Cl -0.44192 1.96017 -2.79648 0.049 -0.049 0.223 -0.3511
C 0.43609 2.60887 -1.23998 0.079 0.002 -0.218 -0.9845
H -0.09322 3.55999 -1.08935 -0.045 -0.060 0.067 0.3552
H 1.39842 2.92118 -1.67871 0.003 -0.048 0.027 0.2506
N -0.18960 -2.29804 -6.26532 0.023 -0.015 0.012 -0.0162
C -0.01514 -2.37338 -7.62870 -0.023 0.005 -0.011 0.6374
C -0.82459 -2.83440 -8.66086 0.001 -0.005 -0.011 -0.9976
C -0.30529 -2.75755 -9.93938 -0.003 -0.002 -0.011 -0.3893
C 0.97615 -2.23875 -10.18123 -0.004 0.000 0.004 -0.4803
C 1.77203 -1.77939 -9.15004 -0.012 -0.007 -0.005 -0.6998
C 1.26471 -1.84586 -7.85350 0.024 0.018 0.020 0.5931
N 1.83836 -1.45478 -6.65627 0.012 -0.024 -0.002 -0.7167
C 0.94829 -1.73479 -5.74416 -0.015 0.007 -0.005 0.2035
C 1.10360 -1.49250 -4.30357 0.010 -0.003 -0.033 0.7837
C 0.31470 -2.14346 -3.36330 0.014 0.001 0.053 -0.8916
C 0.49998 -1.85580 -2.02123 -0.073 0.022 0.016 -0.5763
N 1.39969 -0.97371 -1.59063 -0.009 0.092 0.216 -0.1134
C 2.13973 -0.33776 -2.49675 -0.002 -0.056 -0.073 -0.2779
C 2.04406 -0.57378 -3.85688 -0.035 0.029 0.058 -0.7399
H -1.02478 -2.51088 -5.75031 -0.017 0.025 0.007 0.2093
H -1.81427 -3.23359 -8.48025 0.003 0.003 0.016 0.3754
H -0.90094 -3.10396 -10.77421 0.001 0.000 0.002 0.3700
H 1.34099 -2.19756 -11.19949 0.006 0.003 0.003 0.3655
H 2.75892 -1.37398 -9.32910 0.001 0.000 0.001 0.4212
H -0.43550 -2.87450 -3.63607 0.009 -0.004 -0.037 0.3951
H -0.12116 -2.32266 -1.26249 0.005 -0.009 -0.009 0.7692
H 2.82335 0.41128 -2.11410 0.012 -0.008 0.001 0.3818
H 2.65301 -0.02924 -4.56336 -0.004 -0.007 -0.014 0.4524
```
Positions in Å, forces in eV/Å.

Properties
- HOMO (Ha) = -0.1467
- E_tot (eV) = -68812.10878
- charge = -1

=====

No. 2
The following is a DFT calculation (ωB97M-V/def2-TZVPD) of a molecular structure, C10H30FNaO5S5.

The geometry in XYZ format:
```
52
Properties=species:S:1:pos:R:3:forces:R:3:nbo_charge:R:1
Na -13.29911 7.76882 -21.21939 -0.765 -2.613 -2.421 0.9604
F -12.47604 9.19024 -20.44196 2.147 -2.001 0.946 -0.8707
C -10.26645 10.81782 -19.26158 6.559 -1.994 -2.912 -0.8512
S -9.38894 11.18152 -20.86379 1.425 1.024 -0.046 1.1481
O -8.07353 11.89065 -20.48530 -1.918 -1.675 -0.275 -0.9471
C -9.13140 9.47743 -21.62732 -0.079 0.812 1.266 -0.7952
H -10.29060 11.73390 -18.67142 0.151 0.310 -1.492 0.2951
H -9.63089 10.11492 -18.72298 1.184 0.289 -1.922 0.2663
H -11.21474 10.28214 -19.30530 3.541 -0.606 -0.520 0.2632
H -8.58980 9.72303 -22.54081 0.056 -0.439 0.472 0.2338
H -10.17298 9.21069 -21.80641 1.236 -0.124 -0.247 0.2084
H -8.68827 8.67125 -21.04270 0.412 0.426 0.272 0.2216
C -10.06520 10.46232 -24.26773 -0.887 -0.424 -0.496 -0.8134
S -11.92978 10.40664 -24.08791 0.528 -0.497 0.314 1.2082
O -12.41395 9.10190 -24.67578 0.225 0.269 0.301 -1.0137
C -12.01761 10.15147 -22.26509 0.089 0.361 -3.020 -0.8030
H -9.84448 10.63038 -25.32183 -0.278 0.385 0.025 0.2371
H -9.62288 9.49043 -24.04893 -0.413 0.106 0.072 0.2219
H -9.66339 11.25039 -23.63088 -0.084 0.031 -0.130 0.2396
H -11.53229 9.21391 -21.99390 -0.439 0.661 -1.094 0.1956
H -13.04684 10.09147 -21.91127 0.187 0.595 -1.332 0.2271
H -11.53550 11.03527 -21.84728 0.163 -0.596 0.070 0.2400
C -14.68722 13.17441 -20.38562 1.081 -0.667 -0.100 -0.7978
S -13.03724 12.52341 -21.05442 -1.321 0.190 1.789 1.2057
O -12.02660 13.60717 -21.06595 -0.065 0.282 0.097 -0.9755
C -12.60184 11.36709 -19.62825 -4.638 4.525 -1.557 -0.9317
H -15.07144 13.90946 -21.09285 0.212 0.180 0.287 0.2342
H -14.53459 13.50379 -19.35785 -0.051 0.452 -0.227 0.2250
H -15.38969 12.34160 -20.35313 0.062 -0.179 -0.117 0.2072
H -11.52942 11.18501 -19.55864 -3.838 2.880 -2.133 0.2652
H -13.19599 10.46677 -19.78482 0.736 2.109 -0.238 0.2788
H -12.79778 11.80731 -18.65054 -0.559 0.863 -0.014 0.1992
C -15.10243 7.24678 -17.69531 0.203 0.291 -0.140 -0.8190
S -16.10264 8.31733 -18.79340 0.432 1.636 1.034 1.2329
O -16.73214 9.27913 -17.82469 -0.332 -0.659 -0.602 -0.9725
C -14.70129 9.31882 -19.46284 -1.527 -1.505 0.674 -0.8537
H -14.20251 6.91044 -18.21018 -0.201 -0.482 -0.022 0.1970
H -15.70597 6.43249 -17.29433 -0.003 -0.013 -0.368 0.2505
H -14.78253 7.85402 -16.84853 -0.111 0.243 -0.097 0.2422
H -14.94939 10.08766 -20.19457 -0.724 -0.401 0.029 0.2505
H -13.90579 8.68293 -19.85138 -1.308 0.609 0.913 0.1981
H -14.19800 9.79039 -18.61880 -1.530 -0.212 -0.123 0.2519
C -12.22150 9.19730 -18.15520 1.791 0.138 1.171 -0.8575
S -11.00486 9.51641 -16.83947 -0.155 1.392 1.617 1.1826
O -10.12386 10.72724 -17.30697 -2.660 -2.793 7.257 -0.9464
C -12.26309 10.18295 -15.67731 0.700 -0.120 0.515 -0.7927
H -12.84384 8.30488 -18.22136 0.843 -0.004 0.972 0.2314
H -11.52214 9.23078 -18.99060 -0.907 -2.170 0.970 0.2705
H -12.81888 10.09233 -18.32884 0.787 -0.740 1.289 0.2506
H -12.55287 11.18961 -15.97857 -0.131 -0.188 -0.366 0.2420
H -11.84923 10.27322 -14.67298 0.255 -0.072 -0.088 0.2379
H -13.09355 9.47980 -15.61386 -0.083 0.115 -0.251 0.2212
```
Positions in Å, forces in eV/Å.

Properties
- HOMO (Ha) = -0.2882
- E_tot (eV) = -82387.00617

=====

No. 3
The following is a DFT calculation (ωB97M-V/def2-TZVPD) of a molecular structure, C23H23IrN5O3S5.

The geometry in XYZ format:
```
60
Properties=species:S:1:pos:R:3:forces:R:3:nbo_charge:R:1
Ir 0.19991 0.82708 -0.22104 -0.125 0.031 0.263 1.1925
C 1.03831 -1.65337 1.65219 -0.005 0.016 0.057 -0.2163
C 1.71753 -0.67437 2.59849 0.099 -0.045 0.108 -0.4539
C 2.59392 0.36238 1.93822 0.011 -0.171 0.063 0.2418
C 3.67953 0.87324 2.63890 -0.009 -0.055 -0.094 -0.2456
C 4.55177 1.74105 2.01173 -0.029 -0.009 -0.040 -0.1268
C 4.32410 2.06611 0.68458 -0.061 -0.029 -0.028 -0.2399
C 3.20938 1.54225 0.06571 0.042 0.038 -0.080 0.0848
N 2.34607 0.71771 0.67407 -0.161 0.198 0.090 -0.5171
N -0.22433 -1.14918 1.09006 0.089 -0.084 -0.175 -0.4450
C -1.23346 -0.89989 2.13036 -0.053 -0.069 0.077 -0.2762
C -1.42014 0.55255 2.50125 -0.036 -0.050 -0.042 0.2126
C -1.88972 0.89794 3.75935 0.017 0.000 -0.124 -0.2481
C -2.18200 2.22469 4.02345 -0.007 0.026 -0.008 -0.1280
C -2.00603 3.16142 3.01942 0.016 -0.021 -0.021 -0.2453
C -1.50534 2.73869 1.80207 -0.045 -0.002 0.086 0.0883
N -1.20554 1.46353 1.54880 0.143 -0.106 0.114 -0.4973
C -0.73184 -2.09769 0.08635 -0.021 -0.087 0.007 -0.2561
C -1.84313 -1.47549 -0.71658 0.022 -0.063 -0.054 0.2119
C -3.00123 -2.15370 -1.05943 0.069 0.085 -0.013 -0.2416
C -3.96159 -1.49473 -1.81318 0.055 0.025 0.022 -0.1292
C -3.73558 -0.18194 -2.19266 0.003 -0.001 -0.009 -0.2442
C -2.55095 0.42585 -1.81370 -0.087 -0.005 0.020 0.0649
N -1.62957 -0.21316 -1.09504 -0.044 0.032 0.077 -0.5103
H 0.84220 -2.59683 2.18087 0.017 0.043 0.000 0.1947
H 1.70353 -1.87246 0.81471 0.008 0.001 0.005 0.2266
H 2.36447 -1.25685 3.25840 -0.031 0.024 0.000 0.2429
H 0.99792 -0.19000 3.26499 -0.055 0.015 -0.068 0.2329
H 3.84176 0.56355 3.66037 0.016 -0.019 0.076 0.2280
H 5.40337 2.14132 2.54134 0.051 0.032 0.037 0.2335
H 4.98095 2.72395 0.13683 0.030 0.023 -0.012 0.2389
H 2.97797 1.79610 -0.95925 0.044 0.020 0.008 0.2138
H -1.00668 -1.48452 3.02954 -0.018 0.026 -0.046 0.2165
H -2.20013 -1.26554 1.76761 0.047 0.072 0.024 0.2339
H -2.02759 0.13491 4.51132 -0.015 -0.052 0.052 0.2302
H -2.54736 2.52099 4.99599 -0.018 0.016 0.046 0.2351
H -2.23371 4.20488 3.17252 -0.016 0.046 0.008 0.2417
H -1.33387 3.43915 1.00222 0.045 0.098 -0.057 0.2162
H -1.07219 -3.03519 0.54642 0.028 0.052 0.004 0.2045
H 0.10049 -2.33455 -0.58255 -0.036 -0.018 -0.008 0.2351
H -3.14489 -3.17446 -0.73549 -0.012 -0.050 0.012 0.2354
H -4.87526 -1.99817 -2.09318 -0.053 -0.026 -0.012 0.2372
H -4.46254 0.37049 -2.76971 -0.018 0.010 -0.013 0.2420
H -2.32071 1.45022 -2.07586 -0.001 0.040 -0.021 0.2369
C -0.49794 0.20655 -4.65488 0.022 -0.012 0.005 -0.7351
S -1.03193 -1.44689 -4.14680 -0.048 -0.047 -0.063 0.3839
C 0.36891 -2.29940 -3.62086 0.350 0.311 0.302 -0.4157
C 1.49675 -1.80883 -2.90584 -0.580 -0.221 -0.354 -0.4166
S 1.73324 -0.27807 -2.31068 0.241 -0.024 0.034 -0.0225
S 2.71106 -3.02720 -2.60869 0.220 -0.101 0.052 0.4974
C 1.88375 -4.41671 -3.25492 -0.087 0.151 -0.011 -0.6046
S 2.44345 -5.93282 -3.24599 0.015 0.039 0.031 0.1256
S 0.34679 -3.98065 -3.96505 -0.044 -0.210 -0.103 0.5359
H -1.27739 0.53009 -5.34354 -0.008 0.001 -0.001 0.2447
H 0.44556 0.14552 -5.18932 0.033 0.007 0.010 0.2471
H -0.42334 0.89166 -3.81708 0.025 -0.014 0.028 0.2483
O 0.32368 4.60316 -1.33908 -0.006 0.518 -0.123 -0.3558
N 0.32249 3.46306 -0.98801 0.016 -0.115 -0.046 0.7115
O -0.24958 2.54670 -1.66503 -0.205 -0.226 -0.271 -0.5693
O 0.87672 3.06585 0.07531 0.159 -0.064 0.180 -0.5269
```
Positions in Å, forces in eV/Å.

Properties
- HOMO (alpha / beta) (Ha) = -0.3638 / -0.4046
- spin multiplicity = 5
- E_tot (eV) = -94821.90027
- charge = +1